[1]
Computed, not measured: a 14-piece molecular cluster, C5H39N2O14 overall, with wB97M-V/def2-TZVPD.

```
! RIJCOSX wB97M-V def2-TZVPD def2/J DEFGRID3
* xyz 1 1
N 0.33 0.87 1.76
C -0.84 1.24 1.01
C -0.75 0.52 -0.35
N -1.41 0.64 -1.53
C -3.85 0.27 -1.13
C -2.78 1.01 -1.87
C -2.96 0.74 -3.37
O 0.15 -0.36 -0.37
H 0.11 1.09 2.75
H 0.61 -0.12 1.62
H 1.13 1.27 1.41
H -0.80 2.40 0.87
H -1.83 1.38 1.54
H -1.07 -0.05 -2.18
H -3.57 -0.01 -0.06
H -4.04 -0.71 -1.50
H -4.74 0.94 -1.12
H -2.65 2.19 -1.77
H -2.11 0.21 -3.85
H -3.23 1.66 -3.95
H -3.80 -0.02 -3.65
H 3.97 2.38 -0.62
H 3.18 1.61 0.38
O 3.59 2.53 0.16
H -0.53 -1.57 3.78
H 0.62 -1.24 4.78
O 0.13 -0.94 4.08
H 4.33 -0.01 0.14
H 3.27 -0.63 1.10
O 3.53 -0.54 0.08
H -1.47 -2.32 -0.33
H -1.82 -3.19 0.98
O -1.14 -3.13 0.21
H 2.11 -1.51 2.57
H 3.45 -1.28 3.43
O 2.62 -0.88 3.09
H 0.58 -1.09 -3.52
H -0.43 -1.18 -4.80
O -0.33 -1.11 -3.83
H 1.69 -1.36 -1.40
H 2.60 -0.78 -2.40
O 1.88 -1.32 -2.30
H 2.13 3.31 -0.44
H 1.24 4.25 -1.04
O 1.23 3.46 -0.56
H -0.86 -1.34 1.84
H -1.96 -0.81 2.99
O -1.89 -1.28 2.15
H -1.30 2.19 3.98
H -0.66 3.04 2.88
O -0.35 2.34 3.58
H -1.39 -2.38 -2.76
H -2.60 -2.80 -2.14
O -1.93 -2.18 -2.00
H 0.16 -3.07 2.31
H 0.52 -2.40 0.82
O 0.57 -2.19 1.82
H 1.68 0.55 -1.50
H 1.37 1.82 -2.44
O 2.03 1.40 -1.86
*
```

Results
Energy above the lowest of the compared OMol25 structures with the same formula, charge and spin: 145.69 kcal/mol
E_tot: -37454.635 eV

Here are the Mulliken charges for atoms 1 to 4, given in e: N 0.390; C -1.297; C 0.397; N 0.234


[2]
Computed, not measured: C20H16B3MgNO31 as an isolated structure, with wB97M-V/def2-TZVPD.

```
! RIJCOSX wB97M-V def2-TZVPD def2/J DEFGRID3
* xyz -2 1
Mg 18.41 -11.70 6.58
O 24.37 -11.44 11.88
C 23.87 -10.89 10.95
O 23.28 -11.43 9.90
B 22.96 -10.40 8.91
O 23.44 -9.15 9.48
C 23.86 -9.34 10.73
O 24.19 -8.49 11.48
O 21.51 -10.35 8.60
C 21.31 -10.63 7.36
O 20.24 -10.66 6.79
C 22.68 -10.92 6.70
O 23.60 -10.71 7.60
O 22.81 -11.26 5.56
O 24.73 -15.31 10.47
C 23.56 -15.10 10.35
O 22.87 -15.07 9.21
B 21.44 -14.96 9.50
O 21.33 -14.90 10.96
C 22.55 -14.92 11.51
O 22.80 -14.88 12.67
O 20.86 -13.69 8.90
C 19.84 -14.01 8.19
O 19.11 -13.27 7.56
C 19.69 -15.55 8.17
O 20.65 -16.04 8.91
O 18.89 -16.14 7.50
O 17.65 -10.16 5.35
C 16.80 -9.74 4.61
O 16.53 -10.21 3.42
B 15.51 -9.34 2.76
O 15.18 -8.32 3.74
C 15.86 -8.53 4.87
O 15.74 -7.95 5.90
O 14.35 -10.14 2.32
C 14.40 -10.27 1.00
O 13.74 -10.99 0.31
C 15.50 -9.32 0.47
O 16.08 -8.77 1.53
O 15.80 -9.16 -0.67
N 16.85 -10.34 8.97
O 17.57 -11.03 8.17
O 16.39 -10.91 9.96
O 16.64 -9.16 8.73
O 16.81 -12.74 5.98
C 16.28 -13.83 5.91
O 15.97 -14.43 4.78
C 16.46 -13.88 3.53
C 15.36 -14.06 2.51
C 15.88 -14.59 7.14
H 17.36 -14.39 3.20
H 16.67 -12.83 3.68
H 14.95 -15.07 2.50
H 15.73 -13.83 1.50
H 14.56 -13.35 2.72
H 16.62 -15.40 7.24
H 14.88 -15.01 7.11
H 15.98 -13.91 7.98
O 19.35 -12.33 4.83
C 20.06 -12.59 3.89
O 20.54 -11.67 3.06
C 20.26 -10.28 3.36
C 21.00 -9.47 2.34
C 20.44 -13.98 3.46
H 20.52 -10.08 4.40
H 19.19 -10.09 3.30
H 20.58 -9.75 1.36
H 22.07 -9.61 2.30
H 20.77 -8.41 2.46
H 21.14 -14.35 4.22
H 20.96 -13.93 2.50
H 19.61 -14.67 3.40
*
```

Results
Energy above the lowest of the compared OMol25 structures with the same formula, charge and spin: 0.00 kcal/mol
E_tot: -93459.777 eV

Here are the Mulliken charges for atoms 1 to 4, given in e: Mg 2.536; O -0.599; C 0.615; O -0.341


[3]
Computed, not measured: an isolated molecule of C6H5N, with wB97M-V/def2-TZVPD.

```
! RIJCOSX wB97M-V def2-TZVPD def2/J DEFGRID3
* xyz 0 1
C -2.85 0.47 0.10
C -3.41 1.55 0.36
C -1.62 -0.59 -0.30
C -0.21 -0.64 -0.03
C 0.75 0.34 -0.14
C 2.17 0.12 0.07
N -2.76 -0.98 -0.42
H -0.11 -1.67 0.28
H 0.52 1.36 -0.30
H 2.60 0.58 -0.82
H 2.28 -0.96 0.13
H 2.64 0.40 1.06
*
```

Results
Energy above the lowest of the compared OMol25 structures with the same formula, charge and spin: 150.13 kcal/mol
E_tot: -7785.285 eV

Here are the Mulliken charges for atoms 1 to 4, given in e: C 0.075; C -0.256; C 0.126; C -0.341


[4]
Computed, not measured: a 2-piece molecular cluster, CH4Br2N overall, with wB97M-V/def2-TZVPD.

```
! RIJCOSX wB97M-V def2-TZVPD def2/J DEFGRID3
* xyz 1 1
C 0.35 -1.14 -0.45
N -0.55 -0.25 -0.82
Br 0.48 2.25 1.62
Br 1.53 -1.70 -1.72
H 0.37 -1.62 0.43
H -1.23 0.01 -0.12
H -0.32 2.25 2.75
H -0.63 0.20 -1.68
*
```

Results
Energy above the lowest of the compared OMol25 structures with the same formula, charge and spin: 2.94 kcal/mol
E_tot: -142668.935 eV

Here are the Mulliken charges for atoms 1 to 4, given in e: C 0.110; N -0.173; Br -0.228; Br 0.104


[5]
Computed, not measured: a 2-piece molecular cluster, C5H10O overall, with wB97M-V/def2-TZVPD.

```
! RIJCOSX wB97M-V def2-TZVPD def2/J DEFGRID3
* xyz 0 1
C 0.81 -1.04 2.04
C -0.63 0.94 -0.28
C 0.67 1.70 -0.12
C -0.76 -0.04 -1.15
C -1.38 -1.00 -2.02
O 0.05 -0.70 -2.02
H 0.67 -2.07 2.38
H 0.66 -0.36 2.88
H 1.82 -0.92 1.64
H -1.49 1.24 0.31
H 0.85 2.03 0.91
H 0.64 2.60 -0.75
H 1.52 1.10 -0.45
H 0.09 -0.81 1.25
H -1.65 -2.01 -1.70
H -1.88 -0.65 -2.92
*
```

Results
Energy above the lowest of the compared OMol25 structures with the same formula, charge and spin: 57.07 kcal/mol
E_tot: -7392.290 eV
Structure (SMILES): C/C=C1/CO1.C

Here are the Mulliken charges for atoms 1 to 4, given in e: C -0.918; C -0.495; C -1.022; C 0.467


[6]
Computed, not measured: an isolated molecule of C4H6N2, with wB97M-V/def2-TZVPD.

```
! RIJCOSX wB97M-V def2-TZVPD def2/J DEFGRID3
* xyz 0 1
C 0.42 -1.17 1.68
C 0.10 -0.10 0.68
C 0.92 0.72 -0.05
N 0.41 0.94 -1.31
C -0.74 0.32 -1.34
N -1.03 -0.23 -0.13
H 0.35 -2.12 1.16
H -0.35 -1.20 2.46
H 1.34 -0.95 2.20
H 1.83 1.22 0.22
H -1.45 0.40 -2.14
H -1.82 -0.72 0.24
*
```

Results
Energy above the lowest of the compared OMol25 structures with the same formula, charge and spin: 12.69 kcal/mol
E_tot: -7225.041 eV
Structure (SMILES): Cc1cnc[nH]1

Here are the Mulliken charges for atoms 1 to 4, given in e: C -1.100; C 0.381; C -0.345; N -0.581


[7]
Computed, not measured: C36H82Mn2O14 as an isolated structure, with wB97M-V/def2-TZVPD.

```
! RIJCOSX wB97M-V def2-TZVPD def2/J DEFGRID3
* xyz 2 11
Mn -2.32 -3.49 2.10
Mn 1.13 2.49 -1.46
C -1.35 -0.88 -0.89
C -1.64 -1.51 0.31
C -1.03 -1.08 1.65
O -1.29 -1.86 2.63
C -0.19 0.04 1.76
C 0.17 0.63 0.56
C -0.42 0.14 -0.79
O 0.00 0.80 -1.82
O 0.98 1.58 0.46
O -2.44 -2.46 0.33
H -1.81 -1.20 -1.81
H 0.27 0.31 2.73
C 3.93 -0.46 1.19
C 3.78 0.42 2.45
C 5.03 0.65 3.20
O 3.26 1.74 2.08
H 4.06 -1.51 1.46
H 4.78 -0.14 0.60
H 3.04 -0.29 0.61
H 3.04 -0.13 3.05
H 5.52 -0.21 3.65
H 4.85 1.34 4.04
H 5.76 1.17 2.57
H 2.39 1.62 1.69
C 1.32 -5.72 2.14
C 0.65 -4.43 2.01
C 1.53 -3.56 1.12
O -0.70 -4.64 1.46
H 1.57 -6.13 1.15
H 0.72 -6.47 2.64
H 2.27 -5.54 2.66
H 0.44 -3.92 2.95
H 1.15 -2.55 0.94
H 1.77 -4.09 0.19
H 2.48 -3.40 1.62
H -0.65 -5.05 0.59
C -6.39 -2.15 2.14
C -5.04 -2.03 2.74
C -4.97 -1.36 4.08
O -4.36 -3.30 2.75
H -6.86 -1.16 2.17
H -7.00 -2.84 2.73
H -6.33 -2.48 1.10
H -4.38 -1.48 2.07
H -3.94 -1.22 4.43
H -5.51 -2.00 4.79
H -5.47 -0.41 4.13
H -4.78 -3.98 3.30
C 2.58 0.07 6.48
C 1.19 -0.42 6.84
C 0.26 -0.44 5.64
O 1.15 -1.77 7.30
H 3.23 0.14 7.36
H 2.57 1.05 6.00
H 3.04 -0.70 5.84
H 0.72 0.24 7.58
H -0.77 -0.74 5.90
H 0.62 -1.12 4.86
H 0.22 0.56 5.20
H 1.85 -1.94 7.94
C 2.20 4.88 2.74
C 2.03 4.13 4.04
C 0.73 3.38 4.07
O 3.11 3.27 4.37
H 3.09 5.50 2.71
H 1.42 5.58 2.40
H 2.30 4.21 1.88
H 2.06 4.85 4.86
H -0.11 4.07 4.00
H 0.65 2.79 4.99
H 0.67 2.68 3.24
H 3.30 2.70 3.61
C 2.48 3.93 -5.24
C 1.51 4.23 -4.13
C 0.21 4.75 -4.69
O 1.22 2.96 -3.39
H 2.10 3.15 -5.91
H 3.45 3.66 -4.82
H 2.62 4.87 -5.77
H 1.97 4.88 -3.37
H -0.18 4.07 -5.43
H 0.47 5.62 -5.27
H -0.48 5.08 -3.91
H 0.91 2.33 -4.10
C -3.02 1.52 -3.51
C -2.88 0.18 -4.21
C -4.13 -0.62 -4.03
O -2.46 0.42 -5.60
H -2.14 2.14 -3.73
H -3.16 1.39 -2.44
H -3.90 2.09 -3.82
H -1.97 -0.25 -3.80
H -4.39 -0.68 -2.97
H -4.04 -1.64 -4.40
H -4.96 -0.14 -4.55
H -3.10 -0.04 -6.17
C 0.70 -6.03 -3.41
C 0.65 -5.16 -2.16
C -0.11 -3.89 -2.37
O -0.04 -5.86 -1.10
H 1.19 -5.44 -4.19
H -0.30 -6.25 -3.77
H 1.27 -6.95 -3.27
H 1.67 -4.97 -1.85
H -0.17 -3.35 -1.42
H -1.15 -4.11 -2.65
H 0.33 -3.21 -3.11
H -0.13 -6.79 -1.35
C 2.31 0.26 -6.62
C 1.10 -0.01 -5.73
C 1.43 -0.78 -4.46
O 0.43 1.25 -5.40
H 2.70 -0.73 -6.88
H 3.10 0.76 -6.06
H 2.03 0.82 -7.49
H 0.37 -0.63 -6.26
H 0.55 -0.93 -3.83
H 2.15 -0.20 -3.87
H 1.81 -1.79 -4.62
H -0.53 1.14 -5.58
C -1.91 3.64 0.81
C -1.69 3.59 -0.67
C -2.65 4.42 -1.49
O -0.27 4.01 -0.91
H -1.04 3.21 1.31
H -2.84 3.18 1.13
H -1.89 4.70 1.12
H -1.76 2.54 -0.97
H -2.32 4.38 -2.52
H -2.61 5.48 -1.20
H -3.69 4.10 -1.38
H 0.00 4.87 -0.56
*
```

Results
Expectation value of S²: 30.007
E_tot: -129958.225 eV

Here are the Mulliken charges for atoms 1 to 4, given in e: Mn 0.586; Mn 0.742; C -0.589; C 0.901


[8]
Computed, not measured: C11H9AuF3O10P2S as an isolated structure, with wB97M-V/def2-TZVPD.

```
! RIJCOSX wB97M-V def2-TZVPD def2/J DEFGRID3
* xyz -1 1
Au 1.65 0.04 -0.19
O 1.49 3.86 2.05
P 0.63 3.54 0.77
O -0.53 4.42 0.53
O 1.41 2.88 -0.28
O -0.29 2.07 1.56
P 0.25 1.30 3.07
O -1.01 0.30 3.23
O 0.14 2.45 3.99
O 1.45 0.53 2.75
H 0.99 3.76 2.89
H -1.72 0.77 3.70
F 2.40 -0.15 -3.45
C 3.38 -1.06 -3.38
F 4.15 -0.90 -4.46
F 2.80 -2.27 -3.46
S 4.35 -0.89 -1.83
O 4.78 0.48 -1.83
O 5.34 -1.92 -1.93
O 3.31 -1.20 -0.81
C -2.75 -3.22 -0.82
C -1.37 -3.27 -1.07
C -0.59 -2.18 -0.77
C -1.15 -1.01 -0.22
C -0.32 0.10 0.11
C -1.01 1.33 0.56
C -2.46 1.29 0.89
C -3.18 0.21 0.59
C -2.55 -0.97 0.02
C -3.33 -2.09 -0.28
H -3.36 -4.08 -1.06
H -0.93 -4.16 -1.50
H 0.48 -2.20 -0.93
H -0.94 1.94 -0.37
H -2.88 2.20 1.28
H -4.25 0.18 0.77
H -4.39 -2.06 -0.09
*
```

Results
Energy above the lowest of the compared OMol25 structures with the same formula, charge and spin: 38.92 kcal/mol
E_tot: -73292.505 eV

Here are the Mulliken charges for atoms 1 to 4, given in e: Au -0.336; O -0.472; P 0.730; O -0.706


[9]
Computed, not measured: an isolated ion of composition C5H10N and charge +1, with wB97M-V/def2-TZVPD.

```
! RIJCOSX wB97M-V def2-TZVPD def2/J DEFGRID3
* xyz 1 1
C 1.05 0.24 -0.29
C -0.46 0.48 0.36
C -1.81 0.56 -0.34
C -2.93 -0.17 0.15
C 3.42 -0.02 0.11
N 2.07 0.00 0.44
H -0.57 -0.24 1.16
H 1.07 0.43 -1.36
H -0.46 1.65 0.64
H -1.82 1.19 -1.21
H -3.58 -0.54 -0.74
H -3.69 0.24 0.82
H -2.38 -1.03 0.60
H 4.10 0.61 0.57
H 3.86 -0.93 0.48
H 3.61 0.05 -0.93
*
```

Results
Energy above the lowest of the compared OMol25 structures with the same formula, charge and spin: 95.68 kcal/mol
E_tot: -6826.053 eV

Here are the Mulliken charges for atoms 1 to 4, given in e: C -0.096; C -0.551; C 0.248; C -0.906


[10]
Computed, not measured: a 2-piece molecular cluster, C5H11O2 overall, with wB97M-V/def2-TZVPD.

```
! RIJCOSX wB97M-V def2-TZVPD def2/J DEFGRID3
* xyz -1 1
C -1.59 1.02 -0.69
C -1.29 0.61 -2.16
H -2.24 1.92 -0.48
H -2.16 0.27 -0.26
H -0.48 1.11 -0.31
H -0.26 0.39 -2.36
H -1.87 -0.21 -2.58
H -1.59 1.57 -2.81
C 0.60 -0.65 1.26
C 1.58 0.34 0.51
C 1.12 -2.01 1.73
O 0.37 -3.00 1.54
O 2.17 -2.07 2.38
H 0.41 -0.22 2.16
H -0.38 -0.90 0.68
H 2.37 -0.16 -0.02
H 2.22 0.84 1.31
H 1.02 1.18 0.09
*
```

Results
Energy above the lowest of the compared OMol25 structures with the same formula, charge and spin: 42.27 kcal/mol
E_tot: -9458.196 eV

Here are the Mulliken charges for atoms 1 to 4, given in e: C -0.412; C -0.846; H 0.367; H 0.261


[11]
Computed, not measured: C2H2F3O3SSn as an isolated structure, with wB97M-V/def2-TZVPD.

```
! RIJCOSX wB97M-V def2-TZVPD def2/J DEFGRID3
* xyz 1 1
S 0.51 0.84 1.24
O -0.26 2.04 0.67
O -0.39 -0.40 0.94
C 1.87 0.65 -0.05
F 2.70 1.67 0.09
F 2.52 -0.48 0.16
F 1.38 0.66 -1.28
C -1.60 -1.55 -0.30
O -2.25 -0.52 -0.66
Sn -1.73 1.22 -0.26
H -0.71 -1.82 -0.90
H -2.04 -2.32 0.35
*
```

Results
E_tot: -33057.908 eV

Here are the Mulliken charges for atoms 1 to 4, given in e: S 0.500; O -0.417; O -0.641; C 0.845


[12]
Computed, not measured: an isolated molecule of C3H6S2, with wB97M-V/def2-TZVPD.

```
! RIJCOSX wB97M-V def2-TZVPD def2/J DEFGRID3
* xyz 0 1
C 1.07 0.35 -1.70
C -0.21 -0.27 0.64
C -1.01 0.02 1.84
H 2.00 0.08 -1.34
H 1.40 0.92 -2.48
H 0.21 -0.37 -2.40
H -0.97 -1.27 0.47
H 0.59 -0.75 0.77
H -0.49 0.51 2.81
S 0.04 1.23 -0.54
S -2.64 -0.45 1.93
*
```

Results
Energy above the lowest of the compared OMol25 structures with the same formula, charge and spin: 95.92 kcal/mol
E_tot: -24874.549 eV
Structure (SMILES): CSCC=S

Here are the Mulliken charges for atoms 1 to 4, given in e: C -0.988; C -0.523; C -0.318; H 0.359